Entry 1:
A structure of composition C26H38Br3CsN4O7PS. Source: the Open Molecules 2025 dataset; level of theory: wB97M-V/def2-TZVPD.

Output
ΔE to the lowest compared entry with this formula, charge and spin (kcal/mol): 0.00
Net charge: +1
Highest occupied orbital energy (eV): -10.5
HOMO-LUMO gap (eV): 7.05

Structure (XYZ):
```
81
Properties=species:S:1:pos:R:3:forces:R:3
C 5.933 -0.804 2.715 -0.6 -0.1 -0.3
C 4.820 -1.876 2.751 0.8 0.5 -0.8
N 3.964 -1.716 1.565 -0.6 0.1 -0.2
C 2.755 -2.550 1.632 0.6 -0.5 0.2
C 1.683 -2.104 2.612 0.3 0.0 -0.6
C 1.032 -0.729 2.548 -0.3 -0.1 2.1
O 0.476 -0.599 3.834 -0.2 -0.1 -0.4
Br 2.315 0.793 2.513 -0.1 -0.1 -0.5
O -0.082 -0.548 1.721 0.7 0.3 -0.9
C -0.164 -0.915 0.382 0.4 0.0 1.1
Br 1.430 -0.305 -0.691 0.1 0.1 0.3
N -0.414 -2.290 0.259 -1.0 0.9 -1.6
C -0.375 -2.979 -0.822 0.0 -0.3 0.3
C 0.831 -3.490 -1.545 0.1 0.2 -0.5
C -1.699 -3.434 -1.397 0.8 -1.5 0.3
C -1.408 -0.028 -0.142 0.2 -1.1 -1.3
C -2.801 -0.579 0.224 -0.2 0.6 1.3
C -3.015 -1.327 1.544 -0.4 -1.0 0.2
N -3.809 -2.585 1.286 -0.2 0.8 0.3
O -1.303 -0.189 -1.578 0.2 0.3 0.5
C -1.958 0.758 -2.320 -0.4 0.4 -1.1
O -3.128 0.998 -2.202 -0.1 -0.2 0.7
C -1.144 1.416 -3.364 0.6 -0.2 -0.3
C 0.044 0.865 -3.831 0.4 -0.2 0.0
C 0.790 1.504 -4.806 0.1 0.4 -0.4
C 0.366 2.705 -5.362 -0.4 -0.2 0.6
C -0.833 3.247 -4.911 0.1 0.0 -0.1
C -1.578 2.606 -3.937 -0.3 0.3 0.0
O -1.154 1.326 0.082 -0.4 -0.8 0.4
C -1.728 2.074 1.107 0.6 2.0 1.1
C -2.934 2.948 0.702 0.5 -0.2 -1.4
C -2.727 3.766 -0.613 -0.6 0.5 1.0
C -2.382 5.235 -0.367 -0.1 -0.2 -0.7
Br -4.526 3.845 -1.436 0.2 -0.2 -0.2
N -1.945 1.400 2.395 -0.2 -0.5 -0.5
C -3.021 1.508 2.954 1.4 0.5 -1.0
O -4.008 1.689 3.495 -1.7 -0.2 1.2
P -0.335 3.340 1.545 1.0 -0.2 -1.0
S 0.908 3.619 0.086 -0.1 0.1 0.2
C 4.667 -2.125 0.371 0.3 -0.4 -0.2
C 4.898 -1.124 -0.724 -0.3 0.3 0.1
O 5.036 -3.265 0.227 0.0 0.0 0.1
H 6.904 -1.230 2.489 0.2 0.0 0.3
H 5.707 -0.116 1.903 0.0 0.2 0.0
H 5.933 -0.226 3.633 0.3 0.0 0.1
H 5.302 -2.857 2.701 -0.3 -0.3 0.5
H 4.205 -1.751 3.633 -0.1 -0.2 0.1
H 3.072 -3.553 1.954 -0.2 -0.2 0.0
H 2.382 -2.687 0.624 -0.2 0.3 -0.1
H 2.076 -2.202 3.618 0.0 0.3 0.2
H 0.871 -2.829 2.560 -0.2 0.0 -0.1
H -0.042 0.217 3.819 0.0 0.0 0.1
H 1.616 -3.835 -0.880 0.1 0.3 0.2
H 1.228 -2.713 -2.200 0.2 0.2 0.1
H 0.569 -4.316 -2.197 -0.1 -0.1 0.0
H -1.553 -4.296 -2.075 -0.1 0.2 0.1
H -2.307 -3.808 -0.555 2.5 3.0 -1.6
H -2.168 -2.654 -1.992 -0.1 0.3 0.3
H -3.168 -1.189 -0.589 0.3 -0.2 -0.2
H -3.482 0.270 0.232 0.0 0.1 -0.2
H -3.601 -0.767 2.268 0.1 0.4 -0.1
H -2.112 -1.651 2.047 0.2 0.2 -0.2
H -4.682 -2.279 0.846 0.1 0.0 0.0
H -4.123 -2.882 2.211 0.0 -0.1 0.0
H 0.425 -0.074 -3.458 -0.1 0.0 0.3
H 1.727 1.095 -5.156 0.0 -0.3 0.1
H 0.951 3.204 -6.116 0.1 0.1 -0.1
H -1.196 4.180 -5.315 0.0 0.1 -0.1
H -2.513 3.056 -3.633 -0.1 -0.1 0.2
H -3.104 3.712 1.453 -0.3 -0.3 0.5
H -3.815 2.336 0.531 -0.1 -0.2 0.4
H -2.010 3.304 -1.277 -0.2 -0.2 -0.3
H -1.320 5.384 -0.192 0.1 0.0 0.3
H -2.622 5.767 -1.284 0.2 0.2 0.0
H -3.019 5.662 0.403 0.1 0.0 0.2
H -1.014 4.510 1.933 -0.3 -0.3 0.2
H 0.266 2.870 2.726 -0.4 -0.1 0.1
H 5.938 -1.170 -1.029 0.2 0.1 0.0
H 4.311 -1.413 -1.594 -0.1 -0.1 -0.1
H 4.594 -0.120 -0.443 0.1 0.1 0.1
Cs -3.703 -5.029 -0.100 -3.1 -3.4 1.0
```
Forces are in eV/Å.

Entry 2:
A cluster of 9 separate species, C26H38Cl14N2O4 in total. Source: the Open Molecules 2025 dataset; level of theory: wB97M-V/def2-TZVPD.

Output
Net charge: -1
Highest occupied orbital energy (alpha / beta) (eV): -2.0 / -5.6
HOMO-LUMO gap (alpha / beta) (eV): 3.10 / 6.72
<S²>: 0.77
Spin multiplicity: 2

Structure (XYZ):
```
84
Properties=species:S:1:pos:R:3:forces:R:3
Cl 0.182 2.280 -1.230 0.3 0.0 -0.6
C -0.688 2.474 0.274 -0.3 0.1 1.0
C -1.180 1.154 0.855 -0.4 -0.7 -0.7
Cl 0.087 -0.187 0.931 -1.2 1.4 0.4
H -1.520 3.146 0.066 -0.3 -0.3 0.1
H -0.080 3.040 0.979 0.3 -0.3 0.0
H -1.969 0.733 0.232 0.3 0.0 -0.5
H -1.728 1.286 1.788 0.8 0.1 0.4
Cl -1.441 -3.712 -1.609 -0.2 0.0 0.1
C -0.460 -3.737 -0.109 0.3 0.4 1.0
C -1.231 -3.322 1.185 0.8 0.6 -1.1
Cl -2.607 -4.358 1.458 -0.8 -0.9 0.3
H 0.372 -3.065 -0.319 -0.2 0.2 0.4
H 0.001 -4.721 -0.028 -0.4 0.0 0.2
H -1.664 -2.322 1.136 0.3 0.0 -0.4
H -0.586 -3.336 2.064 0.3 -0.3 -0.2
Cl 4.631 3.526 2.288 -0.9 0.1 -0.7
C 3.131 3.788 1.285 0.1 0.7 -0.9
C 3.457 4.305 -0.160 -1.2 -1.1 1.5
Cl 3.711 6.056 -0.133 0.8 0.1 -0.2
H 2.502 4.517 1.796 0.3 0.0 0.1
H 2.541 2.879 1.172 0.5 -0.3 0.3
H 2.565 4.205 -0.779 0.0 -0.3 0.2
H 4.204 3.615 -0.553 0.6 0.9 -0.3
Cl -2.717 4.524 2.660 -0.1 -0.2 -0.1
C -4.217 3.606 2.947 -0.5 -0.5 0.0
C -4.180 2.774 4.238 0.0 0.4 -0.1
Cl -2.774 1.631 4.347 -0.7 0.6 -0.1
H -4.507 3.000 2.089 0.9 -0.3 -0.1
H -5.033 4.328 2.918 0.1 0.2 0.8
H -5.096 2.190 4.324 0.1 -0.1 -0.2
H -4.164 3.431 5.108 0.4 -0.1 0.0
Cl -4.293 -0.981 0.163 -0.2 0.3 0.3
C -4.677 -2.352 -0.864 -0.4 -1.7 -0.7
C -6.161 -2.573 -1.180 -0.2 1.4 0.1
Cl -6.642 -1.111 -2.148 -0.5 -0.2 0.0
H -4.297 -3.247 -0.372 0.2 0.1 0.0
H -4.145 -2.208 -1.804 0.0 -0.1 0.2
H -6.803 -2.613 -0.300 0.2 0.3 0.1
H -6.473 -3.416 -1.796 0.9 -0.1 0.0
Cl -5.307 2.434 -0.324 -0.2 0.1 -0.3
C -4.380 2.881 -1.815 0.3 -0.4 1.0
C -4.446 1.743 -2.837 0.1 1.1 -0.3
Cl -3.310 2.286 -4.142 -0.2 -0.4 0.1
H -3.381 3.063 -1.417 0.1 -0.4 -0.4
H -4.726 3.867 -2.126 -0.3 -0.4 -0.4
H -5.436 1.673 -3.287 0.1 0.0 0.1
H -4.151 0.754 -2.486 0.2 0.3 0.2
Cl 5.658 -1.182 -0.652 0.4 0.5 -0.8
C 4.318 -1.798 0.330 0.4 -0.7 0.5
C 2.950 -1.177 0.066 0.4 -0.4 -0.9
Cl 3.090 0.607 -0.155 -0.2 -0.4 0.4
H 4.745 -1.705 1.329 -0.9 0.2 0.2
H 4.369 -2.856 0.072 -0.8 0.0 0.3
H 2.170 -1.510 0.750 0.7 0.5 0.9
H 2.533 -1.560 -0.866 0.5 0.2 -0.5
C 4.676 0.116 4.766 0.3 1.0 -0.7
C 3.570 0.236 3.889 1.7 -0.4 1.8
C 2.919 -0.906 3.499 -1.0 0.4 -0.9
C 3.366 -2.193 3.841 0.9 -1.8 1.0
C 4.579 -2.262 4.644 -1.0 0.2 -0.5
C 5.264 -1.090 5.055 -1.6 -1.8 -0.3
N 2.641 -3.415 3.412 1.4 5.0 0.1
O 1.828 -3.214 2.466 -1.6 0.4 -1.6
O 2.813 -4.522 3.880 1.1 -2.5 1.6
H 5.118 1.010 5.180 0.1 0.3 -0.2
H 3.350 1.269 3.662 -0.8 -0.2 -0.4
H 1.996 -0.754 2.959 0.0 -0.4 -0.3
H 4.871 -3.245 4.985 0.3 -0.1 -0.2
H 6.162 -1.169 5.650 0.0 0.0 0.1
C 0.327 0.493 -4.268 -1.1 0.0 0.3
C 0.885 0.734 -5.494 0.2 1.0 -0.4
C 1.492 -0.243 -6.227 0.2 -2.0 -0.7
C 1.488 -1.561 -5.720 0.0 1.3 -0.1
C 0.958 -1.760 -4.457 -0.1 -1.7 0.9
C 0.299 -0.791 -3.740 1.0 1.7 -0.1
N 2.127 -2.680 -6.463 1.1 -0.8 0.7
O 1.976 -3.814 -5.997 -0.2 1.4 -0.7
O 2.872 -2.430 -7.413 -1.2 0.1 0.8
H -0.167 1.329 -3.795 0.0 -0.1 0.4
H 0.855 1.744 -5.874 0.1 0.1 -0.1
H 1.903 -0.056 -7.208 0.1 0.0 0.0
H 1.071 -2.668 -3.885 0.1 -0.6 -0.7
H 0.012 -0.905 -2.704 -0.3 -0.5 -0.1
```
Forces are in eV/Å.

Entry 3:
A structure of composition C26H38FIN2NaO2. Source: the Open Molecules 2025 dataset; level of theory: wB97M-V/def2-TZVPD.

Output
ΔE to the lowest compared entry with this formula, charge and spin (kcal/mol): 68.77
Net charge: +1
Highest occupied orbital energy (eV): -10.8
HOMO-LUMO gap (eV): 6.03

Structure (XYZ):
```
71
Properties=species:S:1:pos:R:3:forces:R:3
C 7.344 -3.622 0.833 -0.3 -0.6 -0.2
C 6.003 -3.142 0.141 0.1 -0.4 -0.2
C 6.221 -2.306 -1.178 0.2 0.6 0.0
C 7.020 -0.950 -0.935 -0.2 -0.3 0.2
C 6.299 0.015 0.102 0.5 0.4 -1.0
C 4.998 0.710 -0.510 -0.1 -1.1 0.7
C 3.720 0.422 0.411 0.7 0.1 -1.6
C 2.436 1.092 -0.218 -0.5 0.8 -0.2
C 1.639 2.066 0.758 -0.2 -0.8 0.7
C 0.094 1.757 0.850 -0.7 0.2 0.4
N -0.371 1.390 2.073 -1.0 0.6 -2.7
C -1.739 1.159 2.095 -0.9 -0.4 0.4
C -2.361 0.756 3.400 -2.0 -0.2 -0.5
C -3.785 0.474 3.549 2.1 0.9 -2.7
I -4.592 -0.068 5.487 0.6 0.4 -1.4
C -4.642 0.571 2.300 1.3 0.4 -0.4
C -6.176 0.291 2.344 -0.1 0.5 -0.2
C -6.698 -0.754 1.266 0.0 0.1 0.1
C -5.664 -1.875 0.872 -1.0 -0.4 -0.1
C -6.410 -3.100 0.179 0.6 0.4 1.4
O -7.127 -2.685 -0.999 1.9 -0.3 -0.4
C -6.283 -2.273 -2.030 -0.1 0.7 -0.9
C -4.967 -3.027 -2.454 0.1 0.4 0.4
O -6.600 -1.293 -2.661 0.0 -0.9 0.6
C -4.037 0.956 1.036 0.6 -0.3 2.1
C -2.571 1.278 0.883 -2.7 -0.8 1.2
N -2.146 1.657 -0.385 3.2 -0.1 2.8
C -0.810 1.897 -0.336 0.3 0.0 -0.4
C -0.132 2.332 -1.705 -1.5 0.0 0.2
F -1.150 2.340 -2.705 1.2 -0.2 1.0
C 0.452 3.801 -1.670 -0.1 0.2 -1.0
C -0.413 4.828 -2.531 0.5 -0.3 0.9
H 8.251 -3.043 0.516 -0.9 -0.4 0.4
H 7.547 -4.699 0.554 -0.2 1.2 0.3
H 7.224 -3.587 1.946 0.3 0.0 -1.0
H 5.403 -4.064 -0.126 0.5 1.1 0.3
H 5.390 -2.572 0.895 0.5 -0.4 -0.9
H 6.793 -2.903 -1.949 -0.6 0.5 0.9
H 5.226 -2.054 -1.653 0.9 -0.3 0.5
H 8.058 -1.198 -0.564 -1.1 0.3 -0.3
H 7.184 -0.419 -1.922 -0.3 -0.5 1.1
H 6.073 -0.529 1.060 0.2 0.6 -0.9
H 7.028 0.847 0.312 -0.6 -0.9 0.1
H 4.789 0.265 -1.523 0.2 0.6 0.8
H 5.211 1.809 -0.612 -0.4 -0.9 0.0
H 3.588 -0.701 0.366 0.2 1.2 0.6
H 3.991 0.788 1.434 -0.7 -0.5 -0.7
H 2.744 1.718 -1.119 -0.1 -0.8 0.8
H 1.694 0.345 -0.634 1.0 0.5 0.6
H 2.069 1.904 1.792 -0.8 0.2 -1.0
H 1.830 3.152 0.522 -0.2 -1.1 0.2
H -1.708 0.683 4.302 -0.5 0.1 -1.0
H -6.690 1.275 2.114 0.6 -1.0 0.4
H -6.536 0.002 3.372 0.7 0.2 -1.1
H -7.587 -1.278 1.724 0.8 0.6 -0.5
H -7.089 -0.165 0.387 0.5 -0.9 0.7
H -5.223 -2.278 1.828 -0.1 0.4 -1.0
H -4.839 -1.518 0.192 -0.8 -0.2 0.8
H -5.628 -3.883 -0.006 -1.0 0.5 -0.1
H -7.174 -3.503 0.903 0.7 0.3 -0.9
H -4.354 -3.325 -1.556 -0.6 0.1 -1.1
H -4.375 -2.289 -3.068 -0.7 -0.7 0.8
H -5.176 -3.895 -3.135 0.0 0.6 1.0
H -4.708 1.000 0.138 0.9 0.1 0.9
H 0.595 1.546 -2.031 -0.5 0.9 0.3
H 1.477 3.758 -2.179 -3.7 -1.9 0.3
H 0.530 4.231 -0.625 0.0 -0.7 -1.1
H 0.021 5.852 -2.335 -0.5 -0.9 -0.5
H -1.451 4.821 -2.109 0.9 0.0 -0.7
H -0.377 4.544 -3.617 -0.3 0.5 1.2
Na 2.649 4.666 -1.856 2.9 2.1 0.7
```
Forces are in eV/Å.

no.,E_tot (eV),maximum force (hartree/bohr)
1,-278661.450,0.0921
2,-214058.773,0.1015
3,-49878.311,0.0829